C37H71Cl3N2O2SbSi as an isolated structure in a non-equilibrium geometry. Source: OMol25; level of theory: the ωB97M-V functional and the def2-TZVPD basis.

```
117
Properties=species:S:1:pos:R:3:forces:R:3:mulliken_spin:R:1
C -4.9602 0.6804 1.2290 -0.7 0.5 0.0 0.008
C -5.6208 1.9825 1.7449 0.7 -0.4 0.4 0.001
C -4.7015 3.1645 1.3946 -0.7 -0.5 -0.9 0.000
C -4.7802 3.4910 -0.1181 0.6 0.6 0.7 0.000
C -3.3900 3.9993 -0.6093 -1.4 -0.2 -0.6 0.000
C -2.6265 2.7972 -1.1395 0.7 0.0 0.9 0.000
Sb -0.5318 3.1936 -1.7162 -0.9 -0.1 -0.7 0.000
Cl -0.1342 3.9136 0.6655 0.1 0.4 0.5 0.000
C -0.9661 2.6570 -3.8613 0.2 0.0 -0.5 0.000
C -1.2513 3.8903 -4.6613 0.0 -0.8 0.4 0.000
C -0.4345 4.2242 -5.7161 0.7 -0.6 0.0 0.000
C -0.6374 5.3614 -6.4467 0.8 0.4 -0.9 0.000
C -1.6745 6.2021 -6.1485 -0.4 1.0 -0.4 0.000
C -2.5193 5.8712 -5.1199 -0.8 0.4 0.4 0.000
C -2.3111 4.7340 -4.3942 -0.6 -0.6 0.8 0.000
C -0.1149 1.0100 -1.1900 0.5 0.1 0.0 0.001
Cl 0.4057 0.7432 0.5177 -0.2 -0.2 -0.2 0.000
C 0.8060 0.2806 -2.1978 -0.8 -1.5 0.2 0.000
C 0.1868 -1.1087 -2.4953 0.0 0.2 0.8 0.000
Cl 2.4619 -0.0759 -1.5813 0.2 0.4 -0.3 0.000
Si 1.9156 3.8110 -2.1396 0.7 0.5 0.2 0.000
C 1.9483 5.7137 -2.1624 -0.2 -0.3 0.4 0.000
C 2.6155 3.2941 -3.8351 0.4 0.0 0.2 0.000
C 3.1333 3.2965 -0.7763 0.1 0.1 -0.2 0.000
H -5.3270 -0.2118 1.7338 0.0 0.0 0.0 -0.004
H -3.8807 0.7593 1.3582 0.0 -0.2 0.0 -0.002
H -5.1914 0.5840 0.1668 0.3 -0.2 0.0 0.000
H -5.7386 1.8958 2.8312 0.0 0.1 0.0 0.000
H -6.6235 2.0804 1.3188 0.0 0.2 0.0 0.000
H -3.6774 2.8387 1.5883 0.0 0.2 0.3 0.000
H -4.9276 4.0710 1.9584 0.1 -0.1 0.1 0.000
H -5.0440 2.6042 -0.6932 -0.1 0.0 0.0 0.000
H -5.5666 4.2381 -0.2744 0.0 0.0 -0.1 0.000
H -3.5872 4.7662 -1.3673 0.4 -0.1 -0.1 0.000
H -2.8794 4.4922 0.2177 0.2 -0.1 -0.1 0.000
H -2.5454 2.0921 -0.3010 0.1 0.0 -0.1 0.000
H -3.1671 2.2599 -1.9249 0.0 0.2 -0.2 0.000
H -0.9808 4.8582 -2.0517 0.0 0.1 0.0 0.000
H -0.1041 2.1986 -4.3571 0.0 -0.2 0.3 0.000
H -1.7888 1.9404 -3.9474 -0.1 0.1 0.3 0.000
H 0.3878 3.5601 -5.9536 0.1 0.0 -0.1 0.000
H 0.0526 5.5878 -7.2530 -0.1 0.1 0.0 0.000
H -1.8561 7.1277 -6.6823 0.2 -0.1 -0.2 0.000
H -3.3521 6.5077 -4.8424 0.0 0.1 -0.1 0.000
H -2.9862 4.4752 -3.5849 0.0 0.1 0.0 0.000
H -1.0790 0.5024 -1.2261 -0.1 0.1 -0.1 0.000
H 0.8927 0.7830 -3.1591 0.3 0.5 0.3 0.000
H -0.1671 -1.4924 -1.5328 0.1 -0.2 -0.1 0.000
H 0.9241 -1.8149 -2.8745 -0.1 0.1 -0.3 0.000
H -0.6928 -1.0172 -3.1357 0.1 0.0 -0.2 0.000
H 1.0187 6.1052 -2.5833 0.1 0.1 -0.2 0.000
H 2.8258 6.1078 -2.6824 -0.1 0.0 -0.1 0.000
H 1.9860 6.0743 -1.1297 0.0 -0.1 0.0 0.000
H 2.3595 4.0446 -4.5857 -0.2 -0.2 -0.1 0.000
H 2.3508 2.2887 -4.1669 -0.1 0.1 -0.1 0.000
H 3.7100 3.3101 -3.7553 0.0 0.0 0.0 0.000
H 2.7833 2.4987 -0.1225 0.0 0.0 -0.1 0.000
H 4.0802 2.9987 -1.2408 0.0 -0.1 0.1 0.000
H 3.3372 4.1724 -0.1548 -0.1 0.0 0.0 0.000
C -4.2831 -5.8571 0.1484 -0.1 -0.2 0.3 0.011
C -3.7493 -4.3991 0.2565 -0.4 -1.6 -1.0 0.024
C -2.2132 -4.3623 0.1790 0.4 0.3 0.4 0.036
C -1.4858 -4.7075 1.4758 0.0 0.0 0.0 -0.020
C -2.0547 -3.9006 2.6382 0.3 0.1 -0.4 0.022
C -3.5665 -4.0814 2.7782 -0.2 -1.2 1.4 0.032
N -4.2805 -3.7661 1.5022 1.8 1.7 -0.4 0.348
O -4.2954 -2.4777 1.3454 -0.8 -0.2 0.1 0.576
C -3.8485 -5.5243 3.2416 0.0 -0.2 -0.2 0.011
C -4.0840 -3.2042 3.9160 -0.2 0.5 -0.2 -0.013
C -4.2681 -3.7014 -1.0015 -0.1 0.7 0.2 -0.006
H -4.7974 -6.1922 1.0454 0.1 0.1 0.1 -0.010
H -5.0273 -5.9484 -0.6435 0.1 0.1 -0.1 -0.001
H -3.4852 -6.5707 -0.0659 0.0 0.0 0.0 0.000
H -1.8967 -3.3571 -0.1175 -0.2 0.1 0.1 -0.011
H -1.8754 -5.0304 -0.6159 -0.2 0.0 -0.1 0.002
H -1.5460 -5.7814 1.6762 -0.1 0.0 0.0 -0.001
H -0.4232 -4.4805 1.3646 0.0 0.0 0.0 0.001
H -1.5629 -4.1963 3.5677 -0.2 0.0 0.1 0.000
H -1.8160 -2.8429 2.4895 -0.2 0.0 -0.1 0.001
H -4.9222 -5.7071 3.3194 0.0 0.0 0.0 -0.008
H -3.4140 -5.6886 4.2284 0.0 0.2 0.0 0.000
H -3.4193 -6.2847 2.5921 0.0 0.0 0.0 0.000
H -3.8397 -2.1523 3.7742 -0.1 0.0 -0.1 0.001
H -3.6311 -3.5141 4.8581 0.1 -0.1 -0.1 0.000
H -5.1673 -3.2946 4.0187 0.0 0.0 -0.1 0.001
H -5.3562 -3.6163 -0.9889 0.0 0.0 0.0 -0.002
H -3.9831 -4.2825 -1.8797 0.0 -0.1 0.1 0.001
H -3.8498 -2.7032 -1.1256 -0.1 0.0 0.1 0.003
C 4.8927 -2.4208 0.5644 0.3 -0.2 -0.1 0.023
C 4.5089 -1.9100 1.9822 -0.4 -0.3 -1.8 0.041
C 4.5764 -0.3754 2.0573 0.3 0.4 0.4 0.016
C 5.9755 0.2057 2.2432 0.0 -0.1 0.0 -0.020
C 6.6995 -0.4918 3.3916 -0.4 0.3 -0.1 0.023
C 6.7433 -2.0086 3.2052 1.6 -0.3 -0.6 0.033
N 5.3762 -2.5787 3.0033 -0.9 1.8 1.6 0.338
O 4.7603 -2.5948 4.1477 0.1 -0.7 -0.2 0.573
C 7.6705 -2.3293 2.0166 -0.1 0.0 -0.3 0.016
C 7.4258 -2.6555 4.4086 -0.4 -0.1 0.4 -0.008
C 3.0350 -2.2853 2.1409 -0.1 -0.2 0.6 -0.020
H 5.7910 -3.0340 0.5489 0.0 0.1 0.1 -0.022
H 4.1178 -3.0693 0.1553 -0.1 0.1 0.1 0.002
H 5.0363 -1.5989 -0.1390 0.0 0.0 0.0 0.002
H 3.9625 -0.0337 2.8966 0.0 -0.2 0.0 0.002
H 4.1214 0.0510 1.1612 -0.1 -0.2 0.0 0.006
H 6.5490 0.1290 1.3152 0.0 0.0 0.0 0.000
H 5.8957 1.2729 2.4605 0.0 0.0 -0.1 0.002
H 7.7177 -0.1034 3.4757 0.1 -0.2 0.0 0.000
H 6.1992 -0.2448 4.3335 -0.1 -0.2 0.0 0.005
H 7.7016 -3.4035 1.8239 0.0 0.0 0.0 -0.009
H 8.6877 -2.0048 2.2410 0.0 0.0 0.2 0.000
H 7.3889 -1.8256 1.0946 -0.1 0.0 0.0 0.001
H 6.9362 -2.4051 5.3487 -0.1 -0.1 -0.1 0.000
H 8.4567 -2.3075 4.4814 0.0 0.1 -0.2 0.000
H 7.4452 -3.7428 4.3105 -0.1 0.0 0.0 0.000
H 2.9029 -3.3692 2.1739 0.1 0.0 0.0 -0.005
H 2.4714 -1.8982 1.2903 0.2 0.1 -0.1 0.000
H 2.5916 -1.8597 3.0403 0.1 -0.1 0.0 0.002
```
Positions in Å, forces in eV/Å.

Results
- HOMO energy (alpha / beta) (eV) = -3.93 / -3.93
- <S²> = 2.01
- 2S+1 = 3
- Kohn-Sham gap (alpha / beta) (eV) = 6.1 / 5.8
- net charge = -1



C37H71GaNO26 as an isolated structure in a non-equilibrium geometry. Source: OMol25; level of theory: the ωB97M-V functional and the def2-TZVPD basis.

```
136
Properties=species:S:1:pos:R:3:forces:R:3:mulliken_charge:R:1
C 0.5154 -0.8313 -6.6955 0.1 0.1 0.8 -0.608
C 2.0045 -0.4911 -7.1853 -0.5 -0.3 -1.2 -0.351
N 2.8492 0.2565 -6.2011 0.0 -1.3 -0.6 -0.402
Ga 2.5637 -0.2700 -4.3525 0.1 0.6 0.9 0.440
C 3.4228 1.0668 -2.9821 0.7 -1.0 1.9 -0.732
C 3.4157 0.2612 -1.5802 -0.9 -0.5 1.5 0.424
C 4.6773 -0.4082 -0.9588 -3.2 -0.3 1.5 -0.443
C 4.5612 -1.2045 0.3766 -3.4 2.0 -2.2 -0.654
C 3.1460 -1.2821 1.0393 0.2 1.2 -2.3 -0.494
C 1.8470 -0.6217 0.4406 3.0 0.7 -2.0 1.029
C 0.3669 -0.7100 1.0772 0.3 -0.5 -1.1 -1.270
C 1.9970 0.1694 -0.8983 3.2 -2.1 2.1 -0.500
O 3.4068 -1.9586 -3.9708 -1.6 -0.6 -0.8 -0.536
C 2.5771 -3.0633 -4.3733 1.2 0.0 1.3 -0.310
C 1.2163 -3.2276 -3.5482 -1.6 -1.0 -1.1 0.325
C 0.4686 -4.5531 -4.1695 1.3 1.1 -0.4 -1.154
O 1.4031 -3.3896 -2.1104 -0.7 0.3 -0.7 -0.516
H -0.2435 -0.9620 -7.5485 1.4 -0.1 1.1 0.348
H 0.5853 -1.7721 -6.0269 -0.5 1.4 -1.2 -0.052
H 0.0806 -0.0119 -6.0055 0.9 -1.2 -1.2 0.159
H 1.8877 0.0900 -8.1850 0.3 -0.7 1.5 0.286
H 2.5259 -1.4828 -7.4880 -1.0 1.3 0.4 0.205
H 3.8205 -0.0604 -6.4091 -0.9 0.6 0.2 0.233
H 0.9860 -0.2757 -3.9643 0.3 0.0 0.0 -0.384
H 4.5002 1.3116 -3.2680 -1.4 0.0 0.5 0.402
H 2.7757 1.9988 -2.8359 1.0 -1.2 -0.3 0.056
H 5.6538 -0.3065 -1.5579 -1.7 -0.3 1.2 0.218
H 5.4773 -1.7315 0.8326 -1.8 1.0 -0.7 0.283
H 3.0579 -1.8946 1.9970 0.0 1.0 -1.4 0.319
H 0.2269 -1.5857 1.8058 0.4 1.4 -0.9 0.305
H -0.0060 0.2776 1.5242 0.7 -1.4 -0.4 0.180
H -0.3462 -0.9309 0.1913 1.1 0.4 1.4 0.349
H 1.0810 0.6474 -1.4055 1.7 -0.8 0.8 0.172
H 3.1953 -4.0251 -4.1663 -1.0 1.2 -0.3 0.189
H 2.4022 -3.0415 -5.5036 -0.3 -0.1 1.3 0.033
H 0.4645 -2.3747 -3.6875 1.5 -0.9 -0.1 0.332
H -0.6145 -4.6252 -3.8147 1.6 -0.1 -0.5 0.285
H 0.5500 -4.4134 -5.3161 -0.6 -0.4 1.8 0.362
H 1.1168 -5.4542 -3.9102 -1.2 1.0 -0.3 0.196
H 0.5847 -3.0393 -1.6819 1.2 -0.3 -0.6 0.300
C 2.7558 -1.3604 7.4613 0.2 -0.3 0.2 -0.708
O 2.0858 -0.2886 6.8012 0.0 0.1 -0.2 -0.277
C 2.5180 -0.0573 5.5472 0.0 0.0 -0.5 0.658
O 3.3883 -0.6647 4.9762 -0.4 0.2 0.4 -0.529
O 1.8091 0.9687 5.0453 0.1 -0.9 0.0 -0.280
C 2.1635 1.3286 3.7069 0.1 0.2 -0.7 -0.492
H 2.3280 -1.4561 8.4601 -0.1 0.2 -0.2 0.234
H 2.5998 -2.3000 6.9268 0.2 0.1 0.0 0.300
H 3.8221 -1.1452 7.5612 -0.1 -0.1 -0.2 0.305
H 1.9874 0.5017 3.0163 0.2 0.0 0.2 0.015
H 3.2053 1.6528 3.6595 -0.1 -0.2 0.0 0.346
H 1.5309 2.1649 3.4067 -0.1 -0.1 0.3 0.265
C 2.2765 2.7395 7.2839 -0.2 -0.5 0.3 -0.537
O 2.1477 4.0349 6.6954 0.3 0.6 0.2 -0.204
C 2.7253 5.0210 7.3991 -0.2 -0.3 -0.2 0.702
O 3.3173 4.8957 8.4439 -0.2 0.2 -0.4 -0.545
O 2.5297 6.1751 6.7365 0.0 -0.3 0.1 -0.304
C 3.0950 7.3177 7.3742 0.1 0.3 0.1 -0.631
H 1.7748 2.0243 6.6329 0.1 0.8 0.3 0.172
H 3.3288 2.4550 7.3632 -0.1 0.1 0.1 0.290
H 1.7937 2.7117 8.2639 0.2 0.1 0.0 0.381
H 4.1794 7.2160 7.4573 -0.1 -0.1 0.1 0.286
H 2.6449 7.4726 8.3575 0.2 -0.1 0.0 0.287
H 2.8765 8.1877 6.7538 -0.1 -0.3 -0.1 0.217
C 0.5683 7.2250 -0.8519 -0.1 0.2 0.2 -0.551
O 1.3819 6.3166 -1.5893 -0.1 -0.1 -0.3 -0.325
C 0.8556 5.9372 -2.7671 0.4 -0.4 -0.2 0.818
O -0.2061 6.2975 -3.2164 0.4 0.0 0.2 -0.525
O 1.7150 5.0901 -3.3513 -0.3 0.5 0.4 -0.332
C 1.2895 4.5995 -4.6239 0.0 -0.3 -0.5 -0.671
H 1.0898 7.4613 0.0764 0.1 -0.2 -0.2 0.207
H 0.4207 8.1520 -1.4111 -0.1 -0.1 0.0 0.286
H -0.3918 6.7672 -0.6021 0.0 0.1 -0.2 0.214
H 1.1753 5.4211 -5.3350 -0.1 0.0 0.2 0.377
H 0.3579 4.0374 -4.5289 0.0 0.2 0.0 0.291
H 2.0612 3.9254 -4.9974 0.0 0.1 0.3 0.193
C -3.0862 7.2236 -3.6269 0.4 0.2 -0.1 -0.455
O -4.4093 6.8953 -3.1977 -0.3 -0.4 0.2 -0.350
C -4.5148 5.6947 -2.6054 0.1 0.2 -0.1 0.787
O -3.6145 4.9134 -2.4193 -0.4 0.3 0.0 -0.532
O -5.8009 5.5150 -2.2545 0.3 0.1 -0.1 -0.347
C -6.0614 4.2705 -1.6087 -0.1 -0.3 0.2 -0.464
H -3.1202 8.2116 -4.0883 -0.3 -0.1 0.1 0.259
H -2.4039 7.2636 -2.7764 0.0 -0.2 -0.2 0.183
H -2.7331 6.5073 -4.3712 0.1 0.0 0.3 0.277
H -5.4972 4.1941 -0.6764 0.1 -0.1 -0.2 0.149
H -5.8264 3.4352 -2.2722 0.1 0.1 0.1 0.289
H -7.1255 4.2343 -1.3719 0.1 0.3 -0.1 0.224
C -4.5332 1.4408 4.7448 -0.1 -0.3 0.4 -0.749
O -4.4342 2.3587 3.6568 0.5 -0.8 -0.4 -0.245
C -3.3693 2.1438 2.8555 0.1 -0.3 -0.1 0.710
O -2.5456 1.2751 2.9943 -0.4 0.4 0.0 -0.524
O -3.3857 3.0634 1.8746 -0.2 -0.5 0.3 -0.260
C -2.3051 2.9504 0.9450 0.5 0.1 -0.5 -0.649
H -5.4220 1.7017 5.3209 0.1 0.2 -0.2 0.220
H -4.6470 0.4184 4.3777 0.2 0.1 0.0 0.309
H -3.6617 1.5222 5.3981 0.0 -0.1 -0.2 0.337
H -2.3364 1.9865 0.4330 0.1 0.1 0.2 0.301
H -1.3465 3.0889 1.4499 -0.1 -0.2 0.0 0.271
H -2.4208 3.7400 0.2014 -0.2 0.0 0.2 0.176
C 2.5345 -11.3380 -1.9649 0.2 -0.4 0.0 -0.743
O 1.7779 -10.1434 -2.1484 0.8 0.3 0.2 -0.239
C 2.4264 -9.0177 -1.7917 0.0 0.5 0.0 0.628
O 3.5470 -8.9563 -1.3498 -0.5 -0.2 -0.2 -0.570
O 1.6063 -7.9795 -2.0143 0.2 -0.8 0.0 -0.188
C 2.1637 -6.7050 -1.6791 0.1 0.7 0.2 -0.540
H 1.9147 -12.1774 -2.2842 -0.1 0.3 -0.1 0.264
H 3.4367 -11.3212 -2.5801 0.0 0.1 0.2 0.296
H 2.7875 -11.4761 -0.9113 0.1 0.1 -0.1 0.306
H 3.0504 -6.5006 -2.2829 0.0 -0.1 0.2 0.322
H 2.4009 -6.6576 -0.6141 0.1 -0.1 -0.2 0.403
H 1.4179 -5.9420 -1.8994 0.0 -0.3 0.0 0.021
C -5.5910 7.5735 7.4506 -0.2 0.2 0.2 -0.633
O -4.7540 6.6792 6.7214 -0.1 -0.1 -0.3 -0.310
C -5.2589 6.2956 5.5348 0.2 -0.2 -0.2 0.733
O -6.3188 6.6408 5.0713 0.4 -0.1 0.3 -0.547
O -4.3785 5.4630 4.9581 -0.4 0.5 0.5 -0.226
C -4.7852 4.9705 3.6789 -0.2 0.5 -0.5 -0.436
H -5.0855 7.8146 8.3865 0.1 -0.2 -0.2 0.220
H -5.7446 8.4997 6.8922 -0.1 -0.2 0.0 0.292
H -6.5474 7.1011 7.6860 0.0 0.1 -0.2 0.284
H -4.9058 5.7940 2.9701 -0.2 0.0 0.2 0.363
H -5.7081 4.3949 3.7641 0.1 0.2 0.0 0.243
H -4.0083 4.3196 3.3130 -0.1 0.7 0.4 0.111
C -3.3658 -13.0691 -5.1139 -0.1 -0.2 -0.2 -0.624
O -3.2720 -12.1068 -4.0666 0.2 0.1 0.0 -0.333
C -2.0633 -11.5247 -3.9596 0.1 0.4 0.3 0.728
O -1.1037 -11.7527 -4.6559 -0.4 0.0 0.2 -0.544
O -2.1123 -10.6491 -2.9452 -0.4 -0.5 -0.5 -0.323
C -0.8857 -9.9493 -2.7135 0.1 0.2 0.1 -0.387
H -4.3795 -13.4717 -5.1068 0.1 0.2 0.2 0.215
H -3.1865 -12.6014 -6.0846 0.1 -0.1 0.1 0.286
H -2.6663 -13.8912 -4.9460 0.0 0.2 -0.1 0.289
H -0.6089 -9.3570 -3.5882 0.1 -0.2 0.1 0.290
H -0.0934 -10.6429 -2.4518 -0.4 0.1 -0.3 0.184
H -1.0414 -9.2711 -1.8738 -0.2 -0.2 -0.1 0.289
```
Positions in Å, forces in eV/Å.

Results
- HOMO energy (eV) = -4.58
- Kohn-Sham gap (eV) = 6.3
- net charge = -1



Energy (eV)
-98576.0021; -146617.2171